# 1
DFT (the ωB97M-V functional and the def2-TZVPD basis) results for C12H26BCuIO6P as an isolated structure at a distorted geometry.

Its HOMO-LUMO gap (spin up / spin down) is 6.4 / 4.7 eV. The calculation puts the energy above the lowest of the compared OMol25 structures with the same formula, charge and spin at 0.00 kJ/mol. The spin multiplicity is 2. As for the expectation value of S²: 0.754. The net charge is +1. Its maximum force is 0.040 Eh/bohr.

Positions of all 48 atoms, in Å:
1 C 4.45625 -2.06256 0.72016
2 O 4.91965 -0.76418 0.96096
3 C 3.89226 0.19613 1.03729
4 C 4.48412 1.58549 1.00705
5 C 3.45709 2.73235 0.93038
6 C 2.07163 2.33581 0.41744
7 C 2.13881 2.00051 -1.07620
8 C 1.03418 1.07261 -1.64480
9 C -0.10629 0.75220 -0.70533
10 C -1.23188 -0.04943 -1.35549
11 B -2.26075 -0.76797 -0.33736
12 I -2.25057 0.04626 1.74188
13 C -3.78202 -0.51340 -0.81909
14 O -4.67555 -1.02226 0.20633
15 C -5.43598 -0.07046 0.79509
16 C -6.40505 0.72534 -0.03446
17 O -5.28708 0.13508 2.00191
18 P -1.86228 -2.66793 -0.19413
19 O -0.52345 -2.90266 0.50414
20 O -3.01207 -3.45743 0.63607
21 O -1.79613 -3.31712 -1.62845
22 H 3.54867 -2.08095 0.11241
23 H 4.25489 -2.60052 1.64783
24 H 5.22542 -2.59023 0.16788
25 H 3.35541 0.07020 1.98814
26 H 3.15842 0.00958 0.25135
27 H 5.23784 1.63351 0.22760
28 H 5.03125 1.69746 1.93868
29 H 3.84278 3.46732 0.22756
30 H 3.37790 3.23959 1.88542
31 H 1.41016 3.18670 0.55395
32 H 1.68903 1.52739 1.03324
33 H 2.10261 2.94665 -1.60774
34 H 3.11138 1.58017 -1.30752
35 H 0.62535 1.55301 -2.53221
36 H 1.50551 0.16436 -2.01093
37 H 0.30088 0.14262 0.10969
38 H -0.47828 1.65727 -0.23006
39 H -1.76665 0.54530 -2.09285
40 H -0.75016 -0.83857 -1.93488
41 H -3.99588 -0.92979 -1.79911
42 H -3.89851 0.56691 -0.89002
43 H -7.32570 0.84820 0.51371
44 H -5.95519 1.69419 -0.22418
45 H -6.56074 0.24835 -0.99471
46 H -2.94265 -3.21369 1.56423
47 H -1.18613 -4.06423 -1.61189
48 Cu -0.74248 -4.44721 1.85107

From a natural (NBO) analysis of the wavefunction, the atomic charges in e read: -0.2431, -0.5346, -0.0507, -0.4307, -0.3912, -0.4044, -0.4041, -0.4032, -0.3764, -0.6746, -0.2009, 0.5981, -0.3297, -0.5545, 0.8285, -0.7388, -0.5540, 2.1572, -1.2294, -0.9750, -0.9565, 0.1560, 0.1607, 0.1960, 0.1496, 0.1530, 0.2165, 0.2182, 0.2084, 0.2088, 0.2081, 0.1849, 0.2112, 0.2074, 0.2075, 0.2018, 0.1850, 0.2006, 0.2278, 0.2326, 0.2308, 0.2005, 0.2679, 0.2539, 0.2384, 0.4996, 0.5199, 0.9232

# 2
DFT (the ωB97M-V functional and the def2-TZVPD basis) results for C28H29ClN6O2S4Ti as an isolated structure at a distorted geometry.

Its HOMO-LUMO gap (spin up / spin down) is 7.1 / 7.1 eV. The calculation puts the energy above the lowest of the compared OMol25 structures with the same formula, charge and spin at 68.46 kJ/mol. The spin multiplicity is 2. As for the expectation value of S²: 0.755. The net charge is +1. Its maximum force is 0.031 Eh/bohr.

Positions of all 71 atoms, in Å:
1 Ti -0.79280 0.29076 -0.40812
2 C -2.91000 3.36067 0.86031
3 C -1.58120 4.09285 0.73633
4 S -0.54221 3.59465 2.12314
5 C 1.13649 4.12177 1.71990
6 C 1.92888 3.29760 0.70519
7 S 1.79741 1.48611 0.69134
8 C 2.11599 0.94089 2.38840
9 C 0.87705 0.80501 3.26607
10 S -0.44277 -0.07054 2.37065
11 C -1.92868 0.65124 3.13908
12 C -3.12207 0.77034 2.20220
13 S -2.89035 1.55349 0.57712
14 H -3.60749 3.74994 0.12025
15 H -3.35930 3.52867 1.84045
16 H -1.77652 5.16528 0.77751
17 H -1.09615 3.86248 -0.21033
18 H 1.64928 4.12500 2.68237
19 H 1.11566 5.16082 1.38728
20 H 2.98354 3.55769 0.80497
21 H 1.63698 3.56413 -0.31119
22 H 2.85120 1.59054 2.86387
23 H 2.58933 -0.03287 2.28115
24 H 0.50372 1.77224 3.58718
25 H 1.13075 0.22324 4.15262
26 H -1.64215 1.62620 3.52625
27 H -2.22257 0.02269 3.97931
28 H -3.92257 1.31080 2.70886
29 H -3.50847 -0.21257 1.94466
30 Cl -1.50920 2.42178 -7.44096
31 C -1.50942 1.75122 -5.85153
32 C -2.21928 0.55935 -5.60962
33 C -2.24904 -0.00720 -4.36077
34 C -1.55940 0.59398 -3.29398
35 O -1.60576 0.05959 -2.10360
36 C -0.84953 1.79502 -3.54473
37 C -0.16246 2.40729 -2.47957
38 O -0.07437 1.94196 -1.30585
39 C -0.83675 2.36648 -4.83651
40 H -2.75093 0.09425 -6.42929
41 H -2.80589 -0.91469 -4.16690
42 H 0.33658 3.36013 -2.67848
43 H -0.29440 3.28792 -5.01040
44 C 2.11450 -1.96627 -2.68393
45 C 1.50671 -0.92603 -2.01595
46 N 0.85693 -1.10860 -0.85446
47 C 0.82064 -2.33840 -0.31986
48 C 1.44303 -3.43392 -0.91334
49 C 2.06730 -3.23737 -2.13772
50 C 1.35000 -4.76283 -0.27512
51 C 1.68822 -5.04188 0.98195
52 C 2.34806 -4.12938 1.92722
53 C 3.42214 -3.31344 1.57480
54 C 3.94737 -2.50726 2.56777
55 N 3.45865 -2.48682 3.80584
56 C 2.46189 -3.33102 4.05036
57 N 1.89127 -4.15356 3.18231
58 H 2.61320 -1.78333 -3.62542
59 H 1.53591 0.08285 -2.40607
60 H 0.26154 -2.46147 0.59711
61 H 2.52118 -4.07271 -2.65628
62 H 0.92696 -5.55399 -0.88548
63 H 1.46400 -6.02165 1.38799
64 H 3.84755 -3.32688 0.58060
65 H 4.78726 -1.85005 2.36677
66 H 2.07718 -3.35339 5.06424
67 N -1.91493 -1.33813 0.21885
68 C -2.73326 -2.15653 -0.01931
69 N -3.55661 -3.08987 -0.17797
70 C -4.58736 -3.00003 -1.01165
71 N -5.50044 -2.96423 -1.71788

From a Mulliken analysis of the wavefunction, the atomic charges in e read: 0.1021, -1.2291, 0.0623, -0.1154, -0.9377, -0.7280, 0.3661, -0.5543, -1.0147, 0.4330, -0.8933, -0.9995, 0.2629, 0.5260, 0.4912, 0.6156, -0.3760, 0.3906, 0.5687, 0.5924, 0.0976, 0.6667, -0.1033, 0.4868, 0.5517, 0.3665, 0.5079, 0.6868, 0.3059, -0.1890, 0.0768, -0.5658, -0.9034, 0.2240, -0.0059, 0.6151, 0.1853, -0.1090, -1.1174, 0.4702, 0.5649, 0.3499, 0.4834, -1.3241, -0.0194, 0.7911, -0.0646, -0.5795, -0.1422, -0.9594, -0.4032, 0.4940, -0.1740, -0.4878, -0.5385, -0.1872, -0.5599, 0.4731, 0.4475, 0.7862, 0.5579, 0.4586, 0.4382, 0.4618, 0.4874, 0.4484, -0.2815, 0.5713, -0.7871, 0.4069, -0.5222

# 3
DFT (the ωB97M-V functional and the def2-TZVPD basis) results for an isolated ion of composition C6H5INO and charge -1 at a distorted geometry.

As for the SMILES: [O-]N(I)c1ccccc1. Its HOMO-LUMO gap (spin up / spin down) is 6.4 / 6.3 eV. The calculation puts the energy above the lowest of the compared OMol25 structures with the same formula, charge and spin at 0.00 kJ/mol. The spin multiplicity is 1. The net charge is -1. Its maximum force is 0.070 Eh/bohr.

Positions of all 14 atoms, in Å:
1 O 0.11945 2.56454 -2.82710
2 N 0.97372 1.74515 -2.28522
3 I 3.18427 2.58810 -2.23667
4 C 0.63160 1.12469 -1.11429
5 C -0.75640 0.80720 -1.10667
6 C -1.25793 -0.22237 -0.34330
7 C -0.42604 -0.74594 0.62710
8 C 0.89786 -0.38730 0.72283
9 C 1.43107 0.57769 -0.14557
10 H -1.26548 1.48958 -1.77420
11 H -2.30067 -0.27510 -0.12149
12 H -0.92279 -1.65268 1.09445
13 H 1.48161 -0.73186 1.48719
14 H 2.40076 0.75217 0.04222

From a natural (NBO) analysis of the wavefunction, the atomic charges in e read: -0.5287, -0.0413, -0.3649, 0.0715, -0.2197, -0.2455, -0.2552, -0.2166, -0.2332, 0.2406, 0.1962, 0.1865, 0.1916, 0.2187

Question: The highest maximum force belongs to which entry?
Answer: C6H5INO

Question: Which of these has the lowest maximum force?
Answer: C28H29ClN6O2S4Ti

Question: Which value of maximum force does entry 3 give?
Answer: 0.070 Eh/bohr